The following is a quantum chemistry calculation of C60H163CrK2N17O23P2S2 as an isolated structure in a non-equilibrium geometry, from OMol25.

Last column: Löwdin charge in e.
Positions of all 270 atoms, in Å:
Cr -1.1382 0.2056 2.2988  0.667
K -1.7012 1.3357 -1.9144  0.756
K -0.8706 -2.7775 -1.2903  0.695
S -3.0890 -0.4224 0.6698  0.221
O -2.5717 -1.2833 1.7407  -0.367
O -2.3920 0.8294 0.8757  -0.431
O -2.8184 -0.9960 -0.6289  -0.433
O -4.5339 -0.1429 0.7869  -0.318
S 1.0344 -0.0541 -0.2417  0.310
O 0.1902 -0.4469 0.8972  -0.388
O 1.3820 1.3491 0.0294  -0.385
O 2.1583 -0.9768 -0.1859  -0.350
O 0.3424 -0.2633 -1.5488  -0.475
O -2.1490 1.1256 3.9653  -0.298
P -3.2474 1.7712 4.7581  0.745
N -3.9856 3.0941 3.8871  -0.282
C -4.2500 2.9478 2.4480  -0.092
C -4.6438 4.2805 4.4838  -0.126
N -2.6927 2.5597 6.2130  -0.288
C -2.5528 1.7385 7.4066  -0.126
C -1.7238 3.6417 6.1110  -0.106
N -4.6296 0.8065 5.2442  -0.305
C -5.0628 -0.2884 4.3558  -0.109
C -5.7240 1.3547 6.0370  -0.106
H -3.3658 2.6926 1.8638  0.054
H -4.6466 3.8819 2.0502  0.080
H -4.9881 2.1537 2.3353  0.082
H -5.6577 4.4433 4.1183  0.078
H -4.0615 5.1491 4.1759  0.064
H -4.6792 4.3245 5.5723  0.073
H -3.2984 0.9503 7.5107  0.068
H -1.5842 1.2387 7.3991  0.062
H -2.6316 2.2548 8.3633  0.086
H -0.7236 3.2330 5.9671  0.079
H -2.0144 4.3815 5.3651  0.057
H -1.6559 4.1805 7.0561  0.089
H -4.2567 -0.7216 3.7636  0.066
H -5.5112 -1.0703 4.9687  0.084
H -5.7375 0.0439 3.5669  0.076
H -6.2895 2.0572 5.4247  0.079
H -5.3619 1.8183 6.9547  0.071
H -6.2844 0.4576 6.3000  0.084
O -0.3460 -1.1142 3.7344  -0.292
P 0.4974 -2.0795 4.5015  0.708
N 0.4513 -1.8400 6.1812  -0.304
C 0.9441 -0.5831 6.7108  -0.109
C -0.5962 -2.5360 6.9862  -0.077
N 2.1951 -2.0908 4.1528  -0.296
C 2.5850 -1.5981 2.8505  -0.101
C 3.1947 -2.7766 4.9149  -0.123
N 0.2239 -3.7527 4.1255  -0.264
C 0.5976 -4.8708 4.9669  -0.149
C -0.2793 -4.1776 2.7947  -0.068
H 1.9025 -0.2343 6.3261  0.084
H 0.8092 -0.6139 7.7919  0.087
H 0.2467 0.2044 6.4254  0.055
H 0.0235 -3.0282 7.7357  0.089
H -0.9610 -3.3631 6.3772  0.058
H -1.4674 -1.9402 7.2587  0.084
H 2.4478 -0.5168 2.8644  0.073
H 3.6252 -1.7405 2.5573  0.082
H 1.9089 -2.0856 2.1481  0.054
H 3.1238 -2.6414 5.9942  0.077
H 3.1794 -3.8310 4.6390  0.066
H 4.2064 -2.5334 4.5903  0.085
H -0.2169 -5.4992 5.3273  0.082
H 1.3205 -5.5880 4.5782  0.081
H 1.1082 -4.5135 5.8612  0.067
H 0.2480 -5.0633 2.4402  0.083
H -0.4399 -3.3418 2.1137  0.076
H -1.2992 -4.5377 2.9298  0.050
O 8.8972 -2.0946 0.0383  0.072
C 8.5741 -1.4062 -0.9445  -0.426
O 8.9559 -0.0908 -1.1537  -0.006
C 8.5607 0.4033 -2.4472  -0.139
C 7.8710 -0.7561 -3.1553  -0.130
C 7.7724 -1.8913 -2.1168  -0.072
H 9.3800 0.9739 -2.8846  0.128
H 7.8257 1.1664 -2.1911  0.099
H 8.4818 -1.0874 -3.9951  0.112
H 6.8970 -0.4926 -3.5675  0.083
H 8.2387 -2.8125 -2.4663  0.128
H 6.7482 -2.0828 -1.7966  0.113
C 1.6466 2.1960 3.7832  -0.001
C 0.4370 3.0208 3.2269  -0.365
C 0.9475 4.3601 2.6894  -0.158
O -0.0925 5.0553 1.9313  -0.186
C -0.9793 5.6493 2.8803  -0.101
N -0.1642 2.3029 2.1057  0.044
H 2.1858 2.7403 4.5584  0.083
H 2.3602 2.0684 2.9692  0.067
H 1.2699 1.2127 4.0648  0.055
H -0.3940 3.1490 3.9205  0.091
H 1.7358 4.1706 1.9609  0.113
H 1.3869 4.9192 3.5156  0.113
H -0.4878 6.1818 3.6946  0.087
H -1.6705 4.9864 3.4010  0.051
H -1.5679 6.4012 2.3546  0.092
H -0.7702 2.9553 1.6290  0.076
H 0.4717 2.1583 1.3344  0.039
C -3.3031 4.4756 -1.1420  -0.054
C -4.6274 3.7149 -1.2501  -0.388
C -5.3224 3.9535 -2.6740  -0.145
O -5.7888 5.2879 -2.8416  -0.199
C -6.7602 5.7867 -1.9561  -0.119
N -4.1734 2.3366 -1.1201  0.002
H -3.5098 5.5357 -1.2894  0.082
H -2.5499 4.0993 -1.8343  0.056
H -2.8679 4.3780 -0.1475  0.069
H -5.2776 3.9725 -0.4140  0.119
H -6.2553 3.3946 -2.7478  0.114
H -4.7153 3.6826 -3.5378  0.116
H -6.9571 6.8244 -2.2251  0.089
H -6.3634 5.8790 -0.9451  0.075
H -7.7160 5.2650 -1.9066  0.089
H -5.0037 1.7617 -1.1249  0.083
H -3.8303 2.1989 -0.1802  0.022
C -4.6052 1.2644 -6.9566  -0.076
C -3.7162 0.5574 -5.9776  -0.372
C -2.4273 1.4670 -5.5914  -0.140
O -1.7253 0.9011 -4.4983  -0.297
C -0.7969 -0.0786 -4.8599  -0.105
N -4.5489 0.0970 -4.8299  0.048
H -4.8132 2.2737 -6.6015  0.081
H -5.5325 0.7065 -7.0864  0.080
H -4.1331 1.3874 -7.9314  0.080
H -3.3015 -0.3584 -6.3989  0.124
H -2.6898 2.4529 -5.2079  0.122
H -1.8431 1.5906 -6.5033  0.127
H 0.1575 0.2602 -5.2629  0.066
H -1.2007 -0.7963 -5.5741  0.099
H -0.4651 -0.5866 -3.9544  0.075
H -4.7113 0.8821 -4.2157  0.071
H -5.5150 0.0283 -5.1164  0.070
C 2.0379 4.6773 -1.4137  -0.052
C 0.7342 4.2876 -2.0479  -0.384
C 0.9093 3.4892 -3.3752  -0.138
O 1.3585 4.1650 -4.5890  -0.188
C 1.7403 3.2545 -5.6808  -0.073
N 0.0478 3.4905 -1.0280  0.031
H 2.6742 5.3749 -1.9583  0.087
H 2.6186 3.7584 -1.3329  0.079
H 1.8950 5.1325 -0.4337  0.070
H 0.1557 5.1903 -2.2444  0.139
H -0.0038 3.0338 -3.7585  0.104
H 1.6352 2.6942 -3.2043  0.116
H 1.9591 3.8338 -6.5778  0.090
H 1.0351 2.4562 -5.9120  0.065
H 2.6654 2.7301 -5.4413  0.051
H 0.0642 4.0063 -0.1598  0.049
H 0.6547 2.7217 -0.7815  0.010
C -0.7556 -6.0306 -3.6063  -0.044
C 0.4911 -5.1907 -3.8727  -0.421
C 1.2929 -5.7276 -5.0410  -0.223
O 1.9343 -6.9052 -4.6278  -0.189
C 3.0169 -7.3096 -5.4515  -0.099
N 0.0855 -3.7609 -3.9647  0.023
H -1.2086 -5.7832 -2.6463  0.068
H -0.5030 -7.0805 -3.4574  0.076
H -1.4020 -5.8691 -4.4690  0.082
H 1.1920 -5.1382 -3.0395  0.126
H 2.0329 -4.9929 -5.3583  0.104
H 0.6241 -5.9172 -5.8805  0.129
H 2.5788 -7.7930 -6.3247  0.088
H 3.5630 -8.0363 -4.8501  0.085
H 3.7570 -6.5517 -5.7080  0.083
H 0.8624 -3.2938 -3.5195  -0.018
H 0.1305 -3.5104 -4.9421  0.066
C 6.2958 1.2587 0.5379  -0.036
C 4.9574 1.7103 -0.1369  -0.395
C 4.7094 1.2211 -1.6088  -0.189
O 5.2849 2.1816 -2.4515  -0.170
C 5.0450 1.8806 -3.8077  -0.104
N 3.9256 1.2400 0.7322  0.042
H 7.1683 1.6428 0.0092  0.062
H 6.3426 0.1713 0.5961  0.073
H 6.2626 1.7454 1.5126  0.070
H 4.9531 2.7978 -0.0626  0.113
H 3.6377 1.1408 -1.7904  0.107
H 5.0275 0.1854 -1.7280  0.108
H 5.3405 2.6238 -4.5482  0.095
H 3.9716 1.8585 -3.9960  0.062
H 5.5634 0.9473 -4.0270  0.062
H 3.0315 1.6129 0.4464  0.014
H 3.7543 0.2486 0.6433  0.046
C 3.6783 8.7665 4.8863  -0.065
C 3.5772 7.2402 4.6696  -0.458
C 4.0001 6.8461 3.2008  -0.182
O 4.0532 5.4253 3.0455  -0.226
C 4.5146 5.0250 1.7670  -0.095
N 4.4342 6.6800 5.6639  0.040
H 2.8629 9.2789 4.3758  0.070
H 4.6321 9.1295 4.5033  0.076
H 3.5262 8.8977 5.9576  0.076
H 2.5501 6.9078 4.8203  0.126
H 5.0075 7.2192 3.0165  0.120
H 3.2975 7.2419 2.4674  0.123
H 4.0096 5.6359 1.0187  0.079
H 4.1745 3.9971 1.6405  0.070
H 5.5953 5.1461 1.6935  0.095
H 5.3123 6.8670 5.2013  0.075
H 4.2739 5.6954 5.5059  0.069
C -5.5604 -1.9313 -2.0647  -0.042
C -4.5055 -2.9017 -2.6515  -0.413
C -4.9711 -3.7401 -3.8852  -0.138
O -6.2896 -4.2767 -3.6014  -0.215
C -6.8111 -5.2599 -4.5240  -0.097
N -3.4128 -2.0465 -2.9719  0.035
H -5.8357 -1.1842 -2.8090  0.067
H -5.1217 -1.3681 -1.2410  0.048
H -6.4091 -2.5190 -1.7147  0.074
H -4.3356 -3.6099 -1.8405  0.111
H -4.3223 -4.6001 -4.0515  0.113
H -5.0390 -3.0765 -4.7473  0.115
H -7.6965 -5.7924 -4.1767  0.079
H -6.0770 -6.0040 -4.8329  0.078
H -7.1756 -4.6925 -5.3803  0.076
H -3.7675 -1.2943 -3.5450  0.025
H -3.3200 -1.6270 -2.0578  -0.020
C -3.9087 -4.6773 2.7185  -0.063
C -4.4949 -4.3208 1.3736  -0.426
C -5.5090 -3.2111 1.5839  -0.146
O -6.7079 -3.7170 2.3073  -0.191
C -7.5834 -2.6055 2.6018  -0.096
N -3.4212 -3.9009 0.5206  0.061
H -3.5092 -3.8130 3.2490  0.083
H -3.1934 -5.4995 2.6964  0.072
H -4.7644 -5.0818 3.2590  0.079
H -4.8915 -5.2070 0.8780  0.146
H -5.8856 -2.7623 0.6647  0.111
H -5.0337 -2.4449 2.1964  0.096
H -8.3308 -2.9492 3.3169  0.081
H -8.1063 -2.1550 1.7582  0.086
H -6.9845 -1.8780 3.1496  0.054
H -3.7497 -3.4309 -0.3109  0.022
H -3.0121 -3.0686 0.9206  0.020
C 4.2905 -3.0270 -3.8239  -0.039
C 3.3986 -1.7686 -3.6590  -0.339
C 3.0782 -1.1755 -5.0678  -0.154
O 4.0628 -0.2689 -5.5883  -0.215
C 3.8019 0.2145 -6.8984  -0.091
N 2.1908 -2.2056 -2.9198  0.070
H 5.2353 -2.8254 -4.3286  0.074
H 3.7881 -3.7760 -4.4360  0.062
H 4.6032 -3.4423 -2.8659  0.058
H 3.9242 -1.0328 -3.0503  0.110
H 2.1765 -0.5823 -4.9158  0.100
H 2.7797 -1.9808 -5.7390  0.122
H 4.6138 0.8658 -7.2219  0.093
H 2.8619 0.7600 -6.9817  0.073
H 3.7796 -0.6841 -7.5150  0.087
H 1.8375 -1.3036 -2.6341  0.042
H 2.3984 -2.6599 -2.0419  0.045
C 4.0676 -3.7495 0.6724  -0.018
C 2.8763 -4.3995 -0.1340  -0.421
C 2.6790 -5.8321 0.1442  -0.255
O 3.7326 -6.6635 -0.0857  -0.149
C 4.3197 -6.7487 -1.3729  -0.077
N 1.7185 -3.5554 -0.0074  0.036
H 4.0237 -3.9790 1.7370  0.071
H 4.1346 -2.6623 0.6312  0.058
H 5.0252 -4.1302 0.3171  0.071
H 3.2743 -4.3015 -1.1440  0.100
H 1.7831 -6.1380 -0.3960  0.127
H 2.3210 -5.9613 1.1656  0.126
H 5.0506 -5.9632 -1.5649  0.080
H 3.5912 -6.7913 -2.1825  0.081
H 4.8182 -7.7179 -1.3586  0.092
H 1.3936 -3.6719 0.9418  0.038
H 2.0176 -2.5909 0.0108  -0.012

Forces on the atoms, in the same order (eV/Å):
0.85 0.03 1.24
-0.03 -0.09 0.29
-0.08 0.04 -0.14
-4.87 -1.05 0.41
-0.15 -1.42 0.70
2.00 3.43 -0.44
1.21 -0.20 -0.78
0.75 -0.41 0.14
-0.57 -0.89 0.35
-1.05 -1.00 -0.05
0.09 0.05 -1.36
1.72 0.81 -0.57
0.13 0.73 0.61
-1.69 0.21 0.92
-2.03 2.12 0.60
1.04 -0.29 1.14
-0.03 -0.37 0.46
0.78 -0.14 -0.17
-1.85 -0.93 -1.02
0.33 -0.72 0.20
0.04 -0.21 0.40
2.88 -0.01 -0.62
0.55 0.27 -0.24
0.84 -0.32 -0.46
0.07 -0.13 0.27
-0.05 0.05 0.12
-0.09 -0.03 -0.58
-0.11 -0.35 -0.11
-0.04 0.36 -0.06
0.16 -0.55 -0.02
-0.12 0.04 -0.61
0.25 -0.13 0.15
0.07 0.75 -0.26
0.21 0.17 -0.42
0.17 -0.32 -0.16
-0.34 -0.04 0.21
0.44 0.04 0.37
-0.11 -0.05 -0.11
-0.49 0.18 0.19
-0.45 0.06 0.25
-0.04 0.16 -0.11
-0.53 0.39 0.15
0.95 -0.65 0.01
2.63 -2.05 0.34
-0.49 -1.33 -1.61
-1.36 0.67 -0.16
1.48 -0.54 -1.36
-1.04 2.13 1.04
-0.90 0.68 -0.21
0.20 -0.99 -0.18
-0.83 0.78 -0.14
0.54 0.29 1.20
-1.49 0.26 1.32
0.25 -0.62 0.32
0.83 -0.13 0.12
-0.18 0.39 -0.21
-0.87 0.28 0.93
-0.20 0.09 -0.06
0.36 0.22 0.42
-0.18 0.08 -0.65
-0.12 -0.48 0.45
0.40 0.55 -0.57
-0.14 -0.06 -0.03
-0.19 -0.60 0.54
-0.08 0.79 0.07
-0.59 0.18 -0.16
0.12 0.24 -0.89
-0.12 0.21 0.13
0.58 0.47 -0.32
0.67 -0.02 -0.16
-0.13 -0.16 -0.01
-0.86 2.53 -2.62
1.28 -0.84 2.08
0.47 -1.73 0.73
-1.38 0.73 1.42
0.41 -0.60 -0.79
0.16 0.57 -0.40
0.25 -0.78 -0.32
-0.23 0.16 -0.26
-0.04 -0.06 -0.07
0.12 0.11 0.14
-0.26 -0.05 0.06
0.03 -0.10 0.03
-1.09 0.77 -0.75
0.93 -0.26 -0.88
-0.35 -0.53 -0.52
0.55 0.10 2.22
-0.52 0.81 -0.46
-0.45 0.02 -0.10
-0.23 -0.23 0.33
0.05 -0.15 -0.15
0.21 0.02 0.39
0.42 0.09 0.36
0.08 -0.10 0.02
-0.22 0.68 -0.15
0.63 0.06 -0.10
-0.05 -0.63 -0.44
-0.09 -0.11 -0.13
-0.89 0.19 0.29
1.00 -0.54 0.21
-0.80 1.05 0.17
1.57 0.03 -1.48
-1.17 0.33 2.11
0.68 0.48 -0.62
0.51 0.57 0.57
-1.38 -0.55 -0.53
0.38 0.18 -0.21
-0.20 0.18 -0.19
-0.06 -0.14 0.14
-0.37 0.31 -0.24
0.08 -0.96 0.22
0.38 0.25 0.26
-0.05 -0.11 -0.44
0.02 -0.31 0.28
0.02 -0.47 -0.30
-0.11 -0.69 -0.05
0.30 -0.08 0.26
0.36 0.47 -0.71
0.74 0.32 0.80
-2.03 -1.11 0.61
0.31 0.37 -0.66
0.74 -1.14 0.32
0.43 1.02 0.28
-0.31 0.03 0.11
-0.01 0.13 -0.13
0.00 -0.07 -0.15
0.02 -0.02 -0.24
-0.50 0.12 -0.35
0.32 -0.10 0.05
-0.09 0.88 -0.41
-0.19 -0.17 0.15
-0.41 -0.26 0.08
0.69 0.47 0.73
-0.18 -0.74 -0.74
1.38 0.28 -0.50
0.05 0.79 -0.54
0.21 -0.61 -1.16
0.44 -0.06 -0.38
0.30 0.63 1.43
-0.85 -0.36 -0.87
-0.14 0.07 -0.40
0.25 -0.06 0.40
-0.18 -0.18 0.10
-0.26 0.00 -0.16
-0.55 -0.30 0.87
0.05 -0.36 0.37
-0.37 0.27 0.22
-0.64 0.23 0.17
0.19 0.03 0.31
-0.37 0.60 0.05
0.20 -0.55 -0.23
0.95 -0.34 0.46
-0.47 0.67 0.77
-0.15 0.27 0.08
0.64 0.21 0.22
-0.56 -0.80 0.63
-0.06 -1.32 -0.50
-0.34 0.53 -0.26
0.04 -0.21 -0.55
-0.40 -0.21 0.29
-0.01 -0.83 0.40
0.16 0.24 -0.05
-0.15 -0.11 -0.40
0.46 0.00 -0.38
-0.06 -0.25 -0.20
-0.36 0.53 -0.12
0.23 0.88 -0.36
-0.30 0.46 -0.23
-0.68 0.91 -1.12
0.93 -1.24 0.09
-0.01 1.18 1.60
0.56 0.41 -0.71
-0.18 -0.16 -0.05
-0.54 0.28 0.92
0.09 -0.15 -0.09
0.06 -0.01 0.24
0.18 -0.45 0.17
-0.09 0.12 -0.64
-0.47 0.36 0.02
0.85 -0.19 -0.24
0.79 0.49 0.62
-0.25 -0.80 0.18
-0.50 -0.12 -0.43
0.10 0.15 0.07
0.32 -0.35 -0.03
-1.11 -0.78 -0.59
-0.56 1.41 -1.64
-0.24 -0.63 0.97
-0.28 0.40 0.71
-0.73 0.23 0.42
0.07 -1.00 -0.39
0.11 0.20 -0.17
0.05 0.17 0.34
0.41 0.35 -0.10
-0.13 -0.01 0.09
0.19 0.46 -0.11
-0.05 0.31 -0.12
0.12 0.06 -0.37
0.41 -0.11 -0.05
0.11 -0.17 -0.16
1.03 -0.29 0.69
0.58 -0.69 0.51
-0.57 -1.04 -0.26
-2.41 -0.02 -0.62
-1.31 -0.04 1.07
-0.16 -0.79 0.22
0.40 1.40 -0.18
1.74 -0.82 0.05
-0.34 -0.16 -0.18
-0.02 -0.23 0.15
-0.39 0.40 0.00
0.62 -0.20 -0.35
0.45 0.23 -0.22
0.20 -0.02 -0.31
0.22 0.24 0.83
0.25 0.07 0.02
0.18 -0.19 -0.54
-0.07 0.06 -0.48
0.83 0.57 -0.32
-1.00 -1.07 0.43
0.19 -0.13 -0.01
-1.79 -0.72 0.66
0.46 1.16 -0.75
0.81 -0.96 0.87
1.28 1.17 -0.95
0.07 0.06 -0.10
0.21 0.19 -0.30
0.05 0.17 0.58
-0.61 -0.04 0.34
0.31 0.02 -0.21
-0.02 0.27 -0.05
-0.08 -0.27 -0.14
0.33 -0.08 -0.34
-0.12 0.48 -0.23
-0.62 -0.49 -0.39
0.57 0.05 0.91
0.45 0.67 -0.15
1.45 -1.79 -0.35
-0.92 0.97 1.05
0.16 -0.58 0.68
0.05 -1.10 0.38
0.41 1.48 -1.22
0.02 0.35 -0.22
-0.21 -0.12 0.24
-0.36 -0.15 0.17
0.21 0.24 -0.27
-0.40 0.14 -0.08
0.41 -0.17 -0.41
0.06 -0.10 0.25
-0.23 0.00 0.12
-0.18 0.23 -0.68
-1.02 -0.01 0.48
0.56 -0.02 0.00
0.14 -0.94 0.18
2.92 2.63 0.01
-2.29 0.04 0.20
1.39 -0.80 0.24
-0.26 -0.50 0.28
-1.15 -1.32 0.21
-0.15 -0.23 0.16
-0.40 0.02 -0.51
0.11 -0.16 0.00
-0.37 -0.20 -0.60
-0.24 -0.22 -0.72
0.54 -0.09 0.51
0.01 0.16 0.04
-0.32 0.23 -0.04
0.23 0.13 -0.13
-0.42 -0.25 0.24
0.05 0.42 -0.33

Computed properties:
2S+1: 5
HOMO-LUMO gap (alpha / beta), eV: 6.1 / 8.1
Largest force on an atom, hartree/bohr: 0.0972
E_tot, Eh: -8768.7305
Lowest unoccupied orbital energy (alpha / beta), eV: 0.225 / 0.225